17
Properties=species:S:1:pos:R:3 method="wB97M-V/def2-TZVPD" max_force_ev_per_a=5.22 total_energy_ev=-8322.0394 de_lowest_kcal_mol=122.08 gap_ev="7.65 / 7.65" total_charge=0
C 1.531 -0.315 -0.610
C -0.435 -0.634 0.186
C 0.419 0.607 0.164
C -1.482 -1.308 -0.597
C 0.111 1.951 -0.378
N -0.009 -0.941 1.462
N 0.700 0.343 1.608
H 1.975 -1.097 -0.092
H 1.458 -0.280 -1.739
H -1.224 -1.617 -1.543
H -2.280 -0.637 -0.650
H -1.779 -2.103 -0.024
H -0.528 1.854 -1.259
H 0.920 2.562 -0.874
H -0.378 2.544 0.464
H -0.723 -1.111 2.155
H 1.723 0.181 1.725

17
Properties=species:S:1:pos:R:3 method="wB97M-V/def2-TZVPD" max_force_ev_per_a=8.31 total_energy_ev=-8322.2481 de_lowest_kcal_mol=117.27 gap_ev=8.66 total_charge=0
C 1.545 -0.928 -0.074
C 2.762 -0.068 -0.268
N -0.656 -0.154 -0.515
C 0.004 0.328 0.474
C -2.353 0.684 -0.322
C -3.458 -0.001 -0.108
N 0.154 1.311 1.189
H -0.979 -1.109 -0.484
H 1.011 1.449 1.704
H 1.344 -1.583 -0.918
H 1.536 -1.519 0.840
H -2.277 1.756 -0.454
H 3.655 -0.677 -0.450
H 2.642 0.595 -1.126
H 2.973 0.541 0.613
H -3.455 -1.073 0.070
H -4.447 0.448 -0.172